# 1
9
Properties=species:S:1:pos:R:3 method="wB97M-V/def2-TZVPD" orbital_gap_ev=9.4552 total_charge=0 lumo_ha=0.013 multiplicity=1
C 0.504 -0.551 -0.314
C 0.966 1.758 -0.281
C -0.663 -1.368 0.138
N 0.598 0.598 -0.144
F -1.313 -0.929 1.350
F -1.657 -1.353 -0.750
F -0.321 -2.624 0.462
H 0.295 2.397 -1.001
H 1.591 2.073 0.540

---

# 2
36
Properties=species:S:1:pos:R:3 method="wB97M-V/def2-TZVPD" orbital_gap_ev="7.9750 / 7.9744" total_charge=0 lumo_ha="0.026 / 0.026" multiplicity=1
C 2.200 -0.563 -3.829
C -1.505 1.786 -1.564
C -1.072 -2.498 2.746
C -1.122 2.007 2.511
C 2.811 0.335 3.328
C 0.978 0.077 -3.019
C -1.799 0.463 -2.379
C 0.164 -0.858 -2.220
N -1.880 -1.428 -1.154
N -1.105 -0.684 -1.829
O 0.143 -1.783 2.923
O -1.051 0.628 2.499
O 1.383 0.507 3.352
Si 0.328 -0.245 2.332
H 2.817 -1.111 -3.176
H 2.758 0.195 -4.188
H 1.630 -1.135 -4.606
H -2.282 2.520 -1.904
H -1.819 1.758 -0.506
H -0.563 2.292 -1.784
H -1.084 -2.943 1.765
H -1.962 -1.845 2.831
H -1.187 -3.391 3.493
H -1.946 2.218 3.294
H -1.359 2.416 1.480
H -0.107 2.388 2.471
H 3.096 0.953 2.394
H 3.095 -0.667 3.624
H 3.315 0.942 4.217
H 0.321 0.596 -3.739
H 1.554 0.767 -2.336
H -2.860 0.300 -2.112
H -1.703 0.581 -3.503
H 0.456 -1.823 -1.805
H -1.362 -2.147 -0.586
H 0.719 -0.609 0.982

---

# 3
79
Properties=species:S:1:pos:R:3 method="wB97M-V/def2-TZVPD" orbital_gap_ev="6.7856 / 6.8523" total_charge=+1 lumo_ha="-0.104 / -0.102" multiplicity=2
Ce 0.069 -0.341 1.097
C -0.710 -2.535 2.232
C 0.601 -2.814 1.705
C 0.829 -1.267 3.426
C -0.565 -1.582 3.300
C 1.547 -2.007 2.427
C -2.007 -3.148 1.831
H -1.942 -3.695 0.884
H -2.805 -2.396 1.732
H -2.337 -3.856 2.608
C -1.657 -1.087 4.181
H -2.532 -1.740 4.106
H -1.988 -0.064 3.939
H -1.316 -1.079 5.226
C 1.455 -0.407 4.471
H 0.910 -0.505 5.418
H 1.464 0.659 4.197
H 2.498 -0.711 4.633
C 3.028 -1.965 2.263
H 3.516 -2.452 3.123
H 3.412 -0.933 2.228
H 3.360 -2.476 1.354
C 0.962 -3.833 0.676
H 1.364 -4.740 1.158
H 1.742 -3.465 -0.009
H 0.092 -4.139 0.087
C -1.259 1.091 -4.241
C -1.565 -0.219 -4.302
C -0.912 -1.181 -5.250
C 0.597 -0.935 -5.538
C 1.394 -0.477 -4.361
C 1.711 0.815 -4.121
C 1.060 1.991 -4.774
C -0.403 1.781 -5.243
H -1.437 -1.172 -6.221
H 0.702 -0.253 -6.397
H -1.027 -2.212 -4.880
H -0.426 1.274 -6.220
H -1.730 1.776 -3.521
H -2.474 -0.612 -3.829
H -0.829 2.782 -5.425
H 1.081 2.844 -4.079
H 2.595 1.078 -3.530
H 1.651 2.302 -5.652
H 1.017 -1.897 -5.884
H 1.876 -1.295 -3.816
P -1.549 -0.253 -1.096
C -3.073 0.589 -1.562
C -1.424 -1.930 -1.841
P 1.822 0.512 -0.852
C 0.043 0.630 -1.671
C 2.870 -0.798 -1.588
C 2.626 2.114 -1.135
H -3.171 1.468 -0.900
H -3.915 -0.095 -1.358
H -3.134 0.919 -2.608
H -0.994 -1.904 -2.856
H -2.445 -2.349 -1.893
H -0.799 -2.604 -1.228
H 2.416 2.540 -2.123
H 3.714 2.009 -1.003
H 2.253 2.802 -0.362
H -0.182 1.696 -1.822
H 0.167 0.163 -2.643
H 3.742 -0.943 -0.933
H 3.246 -0.552 -2.589
H 2.321 -1.752 -1.636
Te -0.196 2.455 2.135
C -0.883 3.062 4.062
C -1.344 4.401 4.158
C -1.750 4.914 5.395
C -1.696 4.107 6.545
C -1.252 2.783 6.452
C -0.847 2.259 5.218
H -1.362 5.010 3.257
H -2.105 5.943 5.471
H -2.000 4.515 7.510
H -1.217 2.154 7.346
H -0.493 1.232 5.139

---

# 4
62
Properties=species:S:1:pos:R:3 method="wB97M-V/def2-TZVPD" smiles="CN(C)C=O.CN(C)C=O.CN(C)C=O.C1CCOC1.C1CCOC1" orbital_gap_ev=9.6543 total_charge=0 lumo_ha=0.015 multiplicity=1
C -3.602 0.597 -4.337
O -4.808 0.404 -4.285
N -2.889 1.404 -3.535
C -1.500 1.673 -3.800
C -3.466 1.825 -2.270
H -3.020 0.189 -5.180
H -1.047 1.361 -4.739
H -0.871 1.250 -3.008
H -1.366 2.760 -3.805
H -3.501 2.906 -2.117
H -4.508 1.529 -2.201
H -2.904 1.376 -1.450
C -1.104 5.753 0.290
O -2.063 5.033 0.101
N 0.192 5.369 0.160
C 1.266 6.255 0.595
C 0.491 4.001 -0.221
H -1.167 6.831 0.516
H 1.739 5.907 1.508
H 0.835 7.246 0.741
H 1.921 6.410 -0.264
H 1.049 4.074 -1.163
H 1.077 3.555 0.585
H -0.377 3.406 -0.477
C -5.135 -0.960 1.357
O -5.564 0.044 0.827
N -4.499 -1.943 0.680
C -4.069 -1.830 -0.694
C -3.902 -3.058 1.392
H -5.149 -1.187 2.435
H -4.007 -2.841 -1.125
H -3.017 -1.587 -0.867
H -4.774 -1.359 -1.371
H -4.387 -4.034 1.263
H -2.939 -3.338 0.946
H -3.678 -2.933 2.449
C 1.102 -1.306 0.174
C -0.276 -1.247 0.760
C -0.377 0.248 1.099
O 0.933 0.633 1.503
C 1.764 0.050 0.446
H 1.129 -1.449 -0.910
H 1.841 -2.001 0.579
H -0.299 -1.781 1.709
H -1.111 -1.554 0.136
H -1.066 0.386 1.935
H -0.757 0.913 0.315
H 2.827 0.035 0.665
H 1.628 0.733 -0.401
C 5.163 -4.538 1.123
C 4.795 -3.146 1.658
C 5.798 -3.002 2.823
O 6.976 -3.658 2.380
C 6.674 -4.613 1.312
H 4.903 -4.653 0.073
H 4.746 -5.353 1.716
H 3.740 -3.100 1.924
H 5.018 -2.297 1.006
H 5.361 -3.698 3.557
H 5.874 -2.037 3.310
H 7.174 -5.490 1.715
H 7.181 -4.161 0.455

---

# 5
5
Properties=species:S:1:pos:R:3 method="wB97M-V/def2-TZVPD" orbital_gap_ev="4.3664 / 4.1362" total_charge=0 lumo_ha="-0.140 / -0.143" multiplicity=1
N 0.069 -0.560 -0.542
S 0.356 -1.606 0.672
I -0.308 2.288 1.436
H -0.944 -0.084 -0.605
H 0.827 -0.039 -0.960

---

# 6
96
Properties=species:S:1:pos:R:3 method="wB97M-V/def2-TZVPD" orbital_gap_ev=5.8055 total_charge=+2 lumo_ha=-0.214 multiplicity=1
Ta -0.020 0.773 0.530
O -1.176 4.469 2.344
C -1.038 3.169 2.008
O -0.052 2.782 1.256
C -1.874 2.186 2.489
C -3.026 2.335 3.314
C -3.696 1.240 3.747
C -3.192 -0.050 3.390
C -2.121 -0.160 2.567
N -1.467 0.935 2.018
C -1.496 -1.455 2.234
O -1.608 -2.489 2.806
O -0.620 -1.359 1.124
H -0.731 5.017 1.685
H -3.338 3.335 3.577
H -4.575 1.329 4.363
H -3.641 -0.957 3.772
C 3.777 -0.332 -1.603
C 3.779 0.538 -2.695
C 2.718 1.393 -2.894
C 1.643 1.386 -2.003
N 1.690 0.593 -0.904
C 2.721 -0.257 -0.727
C 0.386 2.126 -2.178
C 0.142 2.935 -3.287
C -1.096 3.530 -3.436
C -2.084 3.326 -2.480
C -1.829 2.540 -1.366
C -0.594 1.919 -1.199
H 4.572 -1.043 -1.440
H 4.603 0.527 -3.396
H 2.697 2.045 -3.755
H 2.664 -0.899 0.146
H 0.894 3.095 -4.045
H -1.296 4.146 -4.299
H -3.055 3.784 -2.609
H -2.614 2.402 -0.629
C 3.303 1.209 5.293
N 2.246 2.270 4.919
C 2.973 3.445 4.230
N 3.742 2.990 3.131
C 4.703 1.975 3.553
N 4.044 0.818 4.151
C 3.260 0.045 3.185
P 1.903 1.070 2.462
C 1.180 1.682 4.042
C 2.923 2.541 2.008
H 2.764 0.375 5.744
H 3.950 1.685 6.032
H 1.810 2.618 5.776
H 3.608 3.885 5.000
H 2.199 4.151 3.925
H 5.380 2.411 4.289
H 5.285 1.652 2.692
H 2.841 -0.838 3.673
H 3.914 -0.311 2.386
H 0.720 0.853 4.587
H 0.412 2.439 3.861
H 2.271 3.344 1.661
H 3.579 2.262 1.179
C -1.303 -0.782 -0.105
Ge -1.353 -2.040 -1.669
C -0.966 -1.133 -3.343
C 0.327 -0.795 -3.737
C 0.568 -0.217 -4.971
C -0.487 0.051 -5.830
C -1.779 -0.273 -5.452
C -2.014 -0.869 -4.221
C -0.114 -3.497 -1.330
C 0.799 -3.911 -2.298
C 1.616 -5.013 -2.082
C 1.525 -5.718 -0.894
C 0.612 -5.327 0.075
C -0.203 -4.229 -0.144
C -3.185 -2.689 -1.696
C -4.275 -1.971 -1.214
C -5.561 -2.482 -1.305
C -5.774 -3.722 -1.884
C -4.700 -4.448 -2.375
C -3.417 -3.934 -2.281
H -2.351 -0.591 0.142
H 1.168 -1.026 -3.093
H 1.581 0.008 -5.278
H -0.299 0.495 -6.797
H -2.604 -0.079 -6.121
H -3.027 -1.134 -3.949
H 0.866 -3.390 -3.245
H 2.310 -5.328 -2.849
H 2.153 -6.583 -0.728
H 0.524 -5.887 0.994
H -0.921 -3.956 0.619
H -4.149 -0.985 -0.774
H -6.398 -1.910 -0.927
H -6.775 -4.122 -1.954
H -4.862 -5.416 -2.828
H -2.588 -4.523 -2.658

---

ΔE to the lowest compared entry with this formula, charge and spin / eV: 1.178 4.814 0.000 0.000 2.693 2.199